Record 1
Density functional theory data (ωB97M-V with the def2-TZVPD basis set) for 5 unconnected molecules or ions with the total composition C30H72N2 at a distorted geometry.

Values from the calculation:
E_LUMO, Eh: 0.0307
Charge: 0
Relative energy (zero: lowest compared OMol25 entry of this formula, charge and spin), eV: 4.943
Orbital gap, eV: 8.754
Multiplicity: 1
Structure (SMILES): CCN(CC)CC.CCN(CC)CC.CCCCCC.CCCCCC.CCCCCC
HOMO level, Ha: -0.291

Atoms and positions in Å:
C1 0.654 0.436 -0.023
C2 -0.665 1.195 0.554
N1 -0.342 2.057 1.683
C3 -1.126 3.349 1.630
C4 -2.640 3.143 1.500
C5 -0.494 1.372 2.952
C6 0.247 2.153 4.116
H1 0.474 0.059 -1.116
H2 0.709 -0.294 0.693
H3 1.427 1.107 0.003
H4 -1.554 0.655 1.025
H5 -0.861 1.766 -0.333
H6 -0.930 3.626 0.666
H7 -0.810 4.145 2.411
H8 -3.204 2.587 2.396
H9 -2.854 2.458 0.748
H10 -3.252 4.094 1.163
H11 -0.110 0.318 3.032
H12 -1.433 1.078 3.232
H13 0.236 1.527 4.974
H14 -0.089 3.253 4.344
H15 1.127 1.993 3.950
C7 3.224 -1.059 3.812
C8 4.133 -2.330 3.658
N2 4.397 -2.769 2.275
C9 5.616 -3.426 1.807
C10 6.206 -4.366 2.831
C11 3.240 -3.479 1.581
C12 3.093 -3.038 0.084
H16 2.267 -1.229 3.189
H17 3.874 -0.412 3.549
H18 2.885 -1.070 4.801
H19 3.604 -3.237 4.322
H20 5.100 -2.206 4.299
H21 6.257 -2.607 1.816
H22 5.462 -3.671 0.718
H23 6.924 -4.848 2.494
H24 5.294 -4.934 3.275
H25 6.844 -3.651 3.651
H26 2.257 -2.934 2.024
H27 3.170 -4.485 1.726
H28 3.124 -1.954 0.011
H29 2.351 -3.544 -0.191
H30 3.905 -3.345 -0.381
C13 -1.311 -0.414 -3.293
C14 -2.535 0.545 -3.043
C15 -3.637 -0.083 -2.211
C16 -4.859 0.825 -2.054
C17 -6.199 0.111 -1.959
C18 -7.359 0.923 -1.872
H31 -0.687 0.317 -3.708
H32 -1.571 -1.005 -4.125
H33 -0.949 -0.949 -2.280
H34 -3.062 0.806 -3.983
H35 -2.329 1.456 -2.479
H36 -3.296 -0.473 -1.278
H37 -3.986 -1.034 -2.820
H38 -4.827 1.562 -2.916
H39 -4.745 1.236 -1.102
H40 -6.167 -0.693 -1.277
H41 -6.177 -0.440 -2.755
H42 -8.186 0.429 -1.787
H43 -7.535 1.378 -2.816
H44 -7.440 1.733 -1.331
C19 -0.775 -2.411 4.969
C20 -0.356 -3.040 3.678
C21 -1.545 -3.805 3.022
C22 -1.320 -4.218 1.684
C23 -0.862 -3.074 0.623
C24 -0.658 -3.730 -0.749
H45 -0.821 -3.263 5.745
H46 -1.773 -2.028 4.889
H47 -0.108 -1.567 5.280
H48 0.458 -3.589 3.860
H49 -0.183 -2.285 3.033
H50 -2.539 -3.230 3.074
H51 -2.078 -4.486 3.639
H52 -2.044 -4.683 1.283
H53 -0.654 -4.949 1.716
H54 0.072 -2.786 0.988
H55 -1.553 -2.287 0.537
H56 -0.468 -4.597 -0.879
H57 0.056 -3.061 -1.475
H58 -1.725 -3.685 -1.124
C25 2.640 1.234 -3.653
C26 2.478 2.708 -3.491
C27 1.248 3.311 -4.183
C28 1.270 4.864 -4.248
C29 0.276 5.523 -5.119
C30 0.332 7.055 -4.930
H59 2.265 1.041 -4.640
H60 1.968 0.767 -3.187
H61 3.686 1.022 -3.307
H62 3.164 3.171 -4.066
H63 2.632 3.103 -2.475
H64 0.463 2.708 -3.646
H65 1.380 2.972 -5.289
H66 2.304 5.009 -4.700
H67 1.272 5.399 -3.215
H68 -0.621 5.247 -4.688
H69 0.253 5.345 -6.178
H70 1.148 7.724 -5.541
H71 0.398 7.341 -3.890
H72 -0.556 7.521 -5.209


Record 2
Density functional theory data (ωB97M-V with the def2-TZVPD basis set) for 10 unconnected molecules or ions with the total composition C30H72O34P4 at a distorted geometry.

Values from the calculation:
E_LUMO, Eh: 0.0142
Charge: 0
Relative energy (zero: lowest compared OMol25 entry of this formula, charge and spin), eV: 0.688
Orbital gap, eV: 10.596
Multiplicity: 1
Structure (SMILES): COP(=O)(OC)OC.COP(=O)(OC)OC.COP(=O)(OC)OC.COP(=O)(OC)OC.COC(=O)OC.COC(=O)OC.COC(=O)OC.COC(=O)OC.COC(=O)OC.COC(=O)OC
HOMO level, Ha: -0.375

Atoms and positions in Å:
C1 0.629 1.250 1.906
O1 -0.222 0.116 1.741
P1 -1.511 0.166 0.828
O2 -2.568 1.145 1.129
O3 -0.851 0.525 -0.607
C2 -1.018 1.795 -1.214
O4 -1.912 -1.343 0.647
C3 -2.745 -1.896 1.689
H1 0.588 1.635 2.915
H2 0.392 1.953 1.104
H3 1.646 1.007 1.601
H4 -0.060 2.160 -1.586
H5 -1.392 2.560 -0.531
H6 -1.740 1.750 -2.031
H7 -2.260 -1.681 2.639
H8 -2.955 -2.946 1.507
H9 -3.754 -1.480 1.706
C4 -4.911 -2.655 5.926
O5 -6.198 -3.116 5.477
P2 -6.360 -3.050 3.889
O6 -5.416 -3.851 3.098
O7 -6.507 -1.494 3.548
C5 -6.802 -1.104 2.189
O8 -7.912 -3.518 3.616
C6 -8.946 -2.769 4.229
H10 -4.518 -3.368 6.648
H11 -5.066 -1.728 6.486
H12 -4.175 -2.407 5.163
H13 -7.699 -0.497 2.088
H14 -6.913 -1.978 1.548
H15 -5.925 -0.521 1.912
H16 -9.638 -2.411 3.457
H17 -8.673 -1.818 4.691
H18 -9.481 -3.436 4.903
C7 0.915 -7.922 0.620
O9 1.711 -7.076 -0.177
P3 1.075 -5.872 -0.987
O10 2.068 -4.849 -1.382
O11 0.352 -6.562 -2.238
C8 1.005 -7.358 -3.215
O12 -0.157 -5.299 -0.113
C9 -1.425 -5.009 -0.699
H19 0.154 -7.444 1.237
H20 1.511 -8.611 1.214
H21 0.307 -8.614 0.018
H22 0.399 -8.263 -3.289
H23 2.026 -7.647 -2.968
H24 1.006 -6.875 -4.190
H25 -1.663 -3.978 -0.421
H26 -2.236 -5.681 -0.436
H27 -1.344 -4.862 -1.779
C10 3.798 5.773 -4.236
O13 2.851 5.314 -5.223
P4 2.039 3.984 -4.909
O14 0.872 4.210 -4.061
O15 1.870 3.329 -6.341
C11 0.881 2.273 -6.495
O16 3.122 3.042 -4.144
C12 2.715 1.741 -3.746
H28 4.814 5.447 -4.444
H29 3.529 5.313 -3.281
H30 3.652 6.845 -4.147
H31 1.418 1.377 -6.788
H32 0.229 2.664 -7.279
H33 0.225 2.185 -5.629
H34 2.666 1.081 -4.610
H35 1.739 1.734 -3.251
H36 3.336 1.332 -2.950
C13 -3.067 3.802 3.064
O17 -2.325 4.838 3.714
C14 -1.254 4.599 4.484
O18 -0.710 5.484 5.068
O19 -0.879 3.331 4.443
C15 -0.058 2.840 5.478
H37 -4.104 3.967 3.341
H38 -2.866 2.800 3.459
H39 -2.822 3.648 2.016
H40 -0.217 3.134 6.518
H41 0.973 3.151 5.280
H42 -0.105 1.753 5.450
C16 -1.171 -1.449 -5.836
O20 -0.100 -1.049 -5.014
C17 -0.016 -1.617 -3.814
O21 -0.572 -2.636 -3.477
O22 0.828 -0.906 -3.095
C18 1.259 -1.295 -1.797
H43 -2.139 -1.054 -5.504
H44 -1.361 -2.521 -5.867
H45 -1.021 -0.984 -6.808
H46 0.633 -2.063 -1.348
H47 1.295 -0.419 -1.159
H48 2.264 -1.721 -1.775
C19 2.254 4.828 1.852
O23 1.954 3.850 0.878
C20 2.763 3.489 -0.138
O24 2.344 2.794 -1.018
O25 3.945 4.070 -0.036
C21 4.788 4.035 -1.191
H49 3.211 4.559 2.308
H50 1.462 4.852 2.594
H51 2.370 5.845 1.471
H52 5.774 3.595 -1.082
H53 4.790 5.061 -1.560
H54 4.329 3.500 -2.028
C22 4.167 1.955 3.893
O26 3.763 1.453 2.621
C23 4.680 1.259 1.705
O27 5.740 1.787 1.558
O28 4.029 0.500 0.764
C24 4.743 0.158 -0.392
H55 3.283 2.272 4.451
H56 4.863 2.788 3.881
H57 4.443 1.090 4.500
H58 5.380 -0.726 -0.367
H59 5.326 1.019 -0.737
H60 4.103 0.024 -1.269
C25 -4.140 0.657 -6.536
O29 -3.031 1.388 -6.038
C26 -3.231 2.123 -4.928
O30 -4.187 2.077 -4.200
O31 -2.212 2.936 -4.831
C27 -2.192 4.099 -3.999
H61 -5.031 1.295 -6.496
H62 -4.337 -0.260 -5.989
H63 -4.090 0.549 -7.618
H64 -2.350 3.838 -2.952
H65 -3.078 4.640 -4.338
H66 -1.319 4.738 -4.028
C28 2.860 -1.933 2.443
O32 3.701 -2.833 3.149
C29 4.373 -2.427 4.212
O33 4.345 -1.288 4.654
O34 5.140 -3.415 4.630
C30 5.740 -3.383 5.929
H67 3.160 -1.812 1.408
H68 2.772 -0.936 2.873
H69 1.850 -2.336 2.527
H70 5.129 -3.881 6.680
H71 5.887 -2.342 6.214
H72 6.685 -3.897 5.780